Formula: C15H41Cl5N3O7PY
Source: OMol25
Level of theory: wB97M-V/def2-TZVPD

Output
E_HOMO: -16.6763 eV
Orbital gap: 5.8363 eV

Structure (ORCA input):
```
! wB97M-V def2-TZVPD RIJCOSX def2/J DEFGRID3
* xyz 3 1
C -1.2328 -3.1021 -1.9209
C -2.7321 -2.9228 -1.9401
C -3.5044 -4.0222 -1.2639
O -4.8534 -3.6523 -1.3604
C -5.7790 -4.7122 -1.0993
N -3.1297 -1.6105 -1.3041
H -2.5715 -1.4783 -0.4417
H -2.7784 -0.7636 -1.7826
H -4.1152 -1.4824 -1.0641
H -0.6889 -2.9668 -0.9874
H -0.7337 -2.4383 -2.6335
H -0.9792 -4.0934 -2.2914
H -3.0921 -2.8343 -2.9643
H -3.2231 -4.1846 -0.2153
H -3.3191 -4.9222 -1.8665
H -5.4394 -5.6298 -1.5795
H -6.7396 -4.3805 -1.4804
H -5.9025 -4.8727 -0.0244
C 2.4181 4.6134 0.3215
C 1.0676 5.0180 0.8485
C 0.7433 6.4767 0.6133
O -0.6076 6.6572 0.8954
C -1.1695 7.8533 0.3574
N -0.0011 4.2107 0.1751
H 0.0993 3.1796 0.2045
H -0.9187 4.5044 0.5442
H -0.0814 4.4965 -0.8037
H 2.6223 3.5581 0.5016
H 3.2006 5.2102 0.7857
H 2.4581 4.8267 -0.7545
H 0.9824 4.7876 1.9114
H 1.0530 6.7696 -0.4063
H 1.4052 7.0546 1.2748
H -1.3582 7.7365 -0.7157
H -0.5139 8.7125 0.5060
H -2.1164 8.0415 0.8524
C 2.2278 0.4616 1.9338
C 2.6699 -0.9912 1.9237
C 2.3218 -1.7703 3.1484
O 2.6784 -3.0981 2.8560
C 2.3915 -4.0070 3.9095
N 1.9538 -1.6449 0.7664
H 2.1339 -1.1364 -0.1068
H 2.2534 -2.6257 0.7197
H 0.9280 -1.6596 0.8683
H 1.1462 0.5593 2.0247
H 2.4639 0.8931 0.9499
H 2.7434 1.0878 2.6563
H 3.7128 -1.0225 1.6120
H 1.2620 -1.6484 3.4121
H 2.9461 -1.4284 3.9848
H 2.9508 -3.7612 4.8142
H 2.6498 -5.0057 3.5683
H 1.3210 -4.0382 4.1465
Y 0.4601 1.4499 -2.9452
P -0.3134 0.1162 -0.9037
O -1.2617 0.3663 -2.1437
O -0.7488 -0.6712 0.2369
O 0.2048 1.6065 -0.7452
O 0.9205 -0.3694 -1.7500
Cl 4.4914 -3.5048 -3.5931
C 3.0723 -2.6245 -4.2055
C 1.8413 -2.8986 -3.3887
Cl 1.3044 -4.5832 -3.5833
H 2.9982 -2.8932 -5.2551
H 3.3300 -1.5636 -4.1226
H 1.0620 -2.2295 -3.7611
H 2.0785 -2.7633 -2.3389
C -1.6802 1.5136 2.7857
Cl -0.4301 2.1334 3.8715
Cl -2.8311 2.7991 2.3707
Cl -2.5191 0.1562 3.5077
H -1.2030 1.1574 1.8837
*
```

---

Formula: C15H41N11O24
Source: OMol25
Level of theory: wB97M-V/def2-TZVPD

Output
E_HOMO: -10.6113 eV
Energy relative to the best compared isomer or geometry (same formula, charge and spin): 26.4 kcal per mole
Orbital gap: 10.0177 eV

Structure (ORCA input):
```
! wB97M-V def2-TZVPD RIJCOSX def2/J DEFGRID3
* xyz 0 1
C 3.2549 0.2461 3.8275
N 1.9927 -0.2088 4.5356
O 1.2440 -0.9811 3.9245
O 1.7394 0.2034 5.6694
H 3.6950 -0.7277 3.6129
H 3.8066 0.9074 4.4956
H 2.9327 0.7484 2.9153
C -0.3804 -0.3610 0.9007
N 0.8133 -0.8850 0.2274
O 1.8728 -0.2571 0.3950
O 0.7004 -1.7907 -0.5898
H -0.3225 -0.4478 1.9857
H -1.2233 -0.9829 0.5995
H -0.6022 0.6464 0.5485
C -5.5866 -2.9779 -0.4998
N -4.1941 -3.2384 -0.0581
O -3.2984 -2.6345 -0.5910
O -4.0830 -4.0358 0.8996
H -5.5375 -2.1732 -1.2334
H -6.2723 -2.7398 0.3134
H -5.8974 -3.9221 -0.9469
C -0.0809 3.4241 5.0274
N 0.0396 2.8773 3.6088
O 0.9525 3.4045 2.9759
O -0.6162 1.8949 3.2701
H -0.5245 2.6777 5.6865
H -0.6854 4.3288 5.0921
H 0.9315 3.6157 5.3829
C 4.2821 -2.4234 -0.5302
N 4.3325 -2.2706 0.9528
O 3.3238 -2.5009 1.5908
O 5.4640 -2.1160 1.4485
H 4.5761 -3.4486 -0.7555
H 4.9416 -1.7265 -1.0473
H 3.2566 -2.3335 -0.8883
C 0.3986 -4.3589 -2.6816
N 0.1337 -5.6765 -3.3011
O 1.1055 -6.1471 -3.8916
O -1.0558 -6.0995 -3.2817
H -0.6103 -3.9473 -2.7122
H 1.0421 -3.8102 -3.3693
H 0.8808 -4.4723 -1.7106
C -0.6338 -4.0532 1.9592
N -1.6296 -3.4324 2.8499
O -1.9635 -4.0723 3.8479
O -1.9805 -2.2853 2.6281
H -1.1019 -4.8971 1.4524
H 0.1644 -4.3551 2.6373
H -0.2189 -3.2988 1.2907
C 1.5504 0.5663 -2.7666
N 1.2409 -0.1369 -4.0227
O 1.7466 0.2578 -5.0362
O 0.4381 -1.1006 -3.9400
H 1.9883 1.5381 -2.9943
H 2.2984 -0.1102 -2.3533
H 0.6269 0.5810 -2.1879
C -3.3569 0.4716 2.2703
N -4.8434 0.4324 2.2219
O -5.4132 1.5093 2.2037
O -5.3522 -0.6825 2.2412
H -3.0412 -0.0678 3.1633
H -3.0078 1.5004 2.3588
H -2.8889 0.0223 1.3945
C 5.0773 2.8944 -0.2474
N 4.6960 1.4229 -0.1311
O 4.5327 0.8202 -1.1750
O 4.4097 1.0001 1.0128
H 4.7369 3.4331 0.6370
H 4.5669 3.3522 -1.0948
H 6.1578 2.8423 -0.3815
C -2.8940 -0.5699 -2.9603
N -2.8838 0.3996 -1.8029
O -3.7699 0.2917 -0.9245
O -1.9330 1.2009 -1.6838
H -3.8152 -1.1218 -2.7729
H -2.0257 -1.2286 -2.9471
H -2.9248 0.0981 -3.8210
O 1.3777 4.0627 -2.0330
C 0.3933 4.4429 -1.4763
O -0.6645 5.1023 -2.0585
C -0.7922 5.2393 -3.4689
C -1.1385 3.9427 -4.1695
C 0.2478 4.1412 -0.0428
H 0.1114 5.5602 -3.9873
H -1.5699 6.0000 -3.5357
H -1.5022 4.0704 -5.1891
H -1.9499 3.4835 -3.6048
H -0.3687 3.1720 -4.1288
H 0.7611 3.2461 0.3086
H -0.8282 4.0605 0.1118
H 0.6275 4.9735 0.5498
*
```

---

Formula: C15H42BN9O21P
Source: OMol25
Level of theory: wB97M-V/def2-TZVPD

Output
E_HOMO: -3.2115 eV
Orbital gap: 3.8381 eV

Structure (ORCA input):
```
! wB97M-V def2-TZVPD RIJCOSX def2/J DEFGRID3
* xyz -1 1
C -7.9792 4.4585 1.7496
C -7.3934 3.7107 0.4643
O -6.0241 4.1307 0.2820
B -5.0736 3.1025 0.6337
O -5.3892 2.2146 1.7244
P -3.4216 3.0686 -0.3943
O -3.0336 1.3984 -0.1126
C -2.1369 1.4134 1.0464
C -2.2414 2.7612 1.9706
N -1.0440 3.1591 2.7656
C -1.2078 2.8430 4.2243
C -0.7027 4.5802 2.5633
C -1.5441 5.8126 3.1284
O 0.3328 4.8424 1.8940
O -2.6176 3.7860 1.0185
H -9.1299 4.4411 1.8068
H -7.5304 4.0937 2.7291
H -7.7125 5.5757 1.6480
H -7.9765 4.1269 -0.4413
H -7.5584 2.5868 0.4500
H -4.8978 1.3726 1.6678
H -4.0973 2.8197 -1.6703
H -3.7590 4.4672 -0.7007
H -2.1940 3.3605 -1.0931
H -2.4744 0.4946 1.6588
H -1.0404 1.1549 0.8529
H -3.0048 2.4393 2.7571
H -0.1442 2.8579 4.6653
H -1.6030 1.7810 4.3978
H -1.8169 3.6409 4.7727
H -2.6163 5.7580 2.7296
H -1.5635 5.8618 4.2681
H -1.0493 6.7624 2.7213
C -4.8116 -2.4308 -0.5129
N -4.7712 -1.8020 0.8326
O -5.8084 -1.7804 1.4762
O -3.6997 -1.3521 1.1943
H -5.8213 -2.7867 -0.7042
H -4.5259 -1.6710 -1.2388
H -4.1057 -3.2584 -0.5085
C 0.9296 2.6061 -3.0866
N -0.5231 2.3106 -2.9927
O -0.8901 1.1811 -3.3017
O -1.2416 3.2163 -2.6129
H 1.4469 1.7142 -3.4352
H 1.0532 3.4252 -3.7935
H 1.2729 2.8874 -2.0914
C -2.2371 -4.3369 -3.3309
N -3.6912 -4.6349 -3.2369
O -4.0571 -5.7576 -3.5434
O -4.4144 -3.7293 -2.8576
H -1.7184 -5.2262 -3.6783
H -2.1158 -3.5182 -4.0383
H -1.8941 -4.0546 -2.3379
C 2.4933 -3.6843 -3.2325
N 1.0399 -3.9854 -3.1373
O 0.6790 -5.1153 -3.4452
O 0.3139 -3.0793 -2.7577
H 3.0095 -4.5705 -3.5775
H 2.6135 -2.8664 -3.9405
H 2.8347 -3.4006 -2.2380
C 6.5283 -5.6750 -4.0808
N 5.5891 -4.6939 -3.4789
O 4.8303 -4.1064 -4.2312
O 5.6441 -4.5457 -2.2705
H 6.3661 -5.7008 -5.1562
H 7.5400 -5.3442 -3.8505
H 6.3185 -6.6464 -3.6350
C 1.5558 -0.1531 3.9350
N 1.6215 0.4608 5.2869
O 0.5963 0.4773 5.9436
O 2.7011 0.9051 5.6392
H 0.5407 -0.5023 3.7575
H 1.8318 0.6140 3.2124
H 2.2591 -0.9847 3.9178
C 6.8908 -1.4116 -1.3999
N 7.1620 -0.6487 -2.6465
O 7.6154 -1.2682 -3.5969
O 6.9115 0.5423 -2.6291
H 7.1598 -2.4528 -1.5619
H 7.4969 -0.9753 -0.6088
H 5.8284 -1.3176 -1.1811
C 8.1642 -2.4968 3.1970
N 7.5632 -1.9295 1.9622
O 7.7525 -0.7469 1.7391
O 6.9219 -2.6935 1.2602
H 8.7020 -1.7082 3.7190
H 7.3512 -2.8816 3.8109
H 8.8432 -3.2932 2.8955
*
```

---

Formula: C15H43Br2FeO17P4
Source: OMol25
Level of theory: wB97M-V/def2-TZVPD

Output
E_HOMO (spin up / spin down): -10.3445 / -12.3226 eV
Expectation value of S²: 12.02
Orbital gap (spin up / spin down): 8.4608 / 6.7907 eV

Structure (ORCA input):
```
! wB97M-V def2-TZVPD RIJCOSX def2/J DEFGRID3
* xyz 1 7
Fe 0.4722 1.7438 -2.7087
C -0.6982 -0.8071 -0.7532
O -0.3416 0.3535 -1.4718
H 0.1380 -1.5032 -0.8192
H -0.7060 -0.4929 0.2906
H -1.6310 -1.3136 -1.0008
Br -4.7682 -3.8349 -3.2526
C -4.3666 -3.0420 -1.5035
C -5.1546 -1.7522 -1.3802
Br -4.9488 -1.0170 0.4852
H -3.3043 -2.9825 -1.2669
H -4.8339 -3.7386 -0.8073
H -6.2027 -2.0372 -1.4713
H -4.8098 -0.9942 -2.0836
C 1.3875 -3.3283 2.4791
O 0.1241 -2.9822 2.9104
P -0.1511 -2.1126 4.2590
O 0.5133 -0.7653 4.2845
O -1.7868 -2.0664 4.3348
C -2.4303 -1.1116 3.4934
O 0.2254 -3.1032 5.4610
C -0.2781 -4.4833 5.3467
H 1.6318 -3.0986 1.4419
H 1.6348 -4.3768 2.6455
H 2.2640 -2.8942 2.9601
H -3.0344 -1.5938 2.7248
H -1.7647 -0.4104 2.9899
H -3.1101 -0.4183 3.9887
H -0.8519 -4.7071 4.4474
H -0.9273 -4.6762 6.2008
H 0.5543 -5.1870 5.3568
C 3.4993 -1.7608 -0.4626
O 3.9627 -2.8958 0.2518
P 5.4112 -2.8972 0.9897
O 5.4141 -2.3151 2.3653
O 5.9989 -4.3821 0.9412
C 7.3771 -4.6131 1.1182
O 6.3067 -2.1088 -0.1445
C 6.6073 -2.6722 -1.4500
H 4.3149 -1.3064 -1.0250
H 3.2859 -0.9836 0.2713
H 2.7113 -1.9215 -1.1983
H 7.8238 -4.8873 0.1625
H 7.5258 -5.4361 1.8173
H 7.9272 -3.7431 1.4768
H 6.1930 -3.6566 -1.6677
H 7.6845 -2.8139 -1.5372
H 6.2121 -1.9946 -2.2068
C -2.5715 4.8611 -5.1431
O -2.8978 4.4958 -3.8104
P -2.8159 2.9498 -3.2631
O -1.4269 2.4085 -3.1977
O -3.5669 3.1223 -1.8351
C -3.7165 1.9636 -1.0469
O -3.9237 2.1853 -4.3152
C -5.2300 2.6608 -4.4859
H -3.3409 5.4825 -5.6014
H -2.5176 3.9460 -5.7329
H -1.6573 5.4533 -5.1831
H -2.9945 1.9404 -0.2307
H -3.6360 1.0000 -1.5501
H -4.7313 1.9476 -0.6494
H -5.9136 1.8118 -4.4858
H -5.3272 3.0972 -5.4799
H -5.5279 3.4306 -3.7739
C -1.5614 4.9838 1.7407
O -1.2657 4.4133 0.5182
P 0.0884 3.6375 0.1963
O 0.1561 3.1023 -1.1978
O 0.4834 2.7024 1.4186
C 1.5259 1.8132 1.2570
O 1.0292 4.8801 0.4060
C 2.1845 5.0744 -0.3405
H -1.4703 6.0692 1.7005
H -0.9405 4.6194 2.5591
H -2.5928 4.7363 1.9919
H 2.2202 1.9126 2.0914
H 2.1485 1.9498 0.3728
H 1.0811 0.8334 1.4311
H 2.4469 4.3701 -1.1299
H 2.9832 5.2540 0.3792
H 2.1780 6.0136 -0.8936
*
```

---

Formula: C15H43N5O9
Source: OMol25
Level of theory: wB97M-V/def2-TZVPD

Output
E_HOMO: -9.2901 eV
Orbital gap: 9.6116 eV

Structure (ORCA input):
```
! wB97M-V def2-TZVPD RIJCOSX def2/J DEFGRID3
* xyz 0 1
C -3.5271 -3.8208 2.9435
C -2.6529 -3.4167 1.7356
O -2.5524 -4.0129 0.6529
N -2.0637 -2.2504 1.9966
C -1.1329 -1.5558 1.1841
H -3.6237 -4.8998 2.9573
H -4.5237 -3.4714 2.9869
H -2.9381 -3.4543 3.8009
H -2.1654 -1.8710 2.9491
H -0.5684 -2.1425 0.4676
H -0.4687 -1.0662 1.8472
H -1.6245 -0.8530 0.5655
C 1.3916 -0.0012 -1.1047
C 2.1353 0.4334 -2.2973
O 2.6068 1.5876 -2.3660
N 2.3494 -0.4364 -3.2811
C 3.0766 -0.1541 -4.5423
H 0.4429 -0.4516 -1.3808
H 1.2981 0.8847 -0.5486
H 2.0136 -0.7310 -0.6104
H 2.0313 -1.3986 -3.1655
H 3.2266 -1.1230 -4.9427
H 4.0829 0.1975 -4.3610
H 2.5001 0.4892 -5.2664
C 3.4028 -4.0277 -1.9093
C 1.9913 -4.0390 -1.6094
O 1.3154 -3.0039 -1.7347
N 1.3804 -5.1421 -1.0952
C -0.0722 -5.1416 -0.8127
H 3.9092 -3.7749 -0.9660
H 3.5139 -3.1988 -2.6408
H 3.7962 -4.9570 -2.3465
H 1.7922 -6.0360 -1.0411
H -0.3824 -4.7286 0.0907
H -0.3829 -6.1841 -0.7698
H -0.5442 -4.6461 -1.6398
C -1.9817 4.0482 -0.8166
C -1.5234 3.8664 0.6540
O -2.2758 3.5581 1.5918
N -0.2304 4.2301 0.8665
C 0.3690 4.2328 2.1862
H -2.4010 5.0720 -0.7893
H -2.8430 3.4116 -1.0201
H -1.1752 4.0144 -1.5229
H 0.4664 4.4381 0.1069
H 0.8500 3.2703 2.6203
H -0.3169 4.5830 2.9278
H 1.1948 4.9446 2.0965
C -3.6772 0.6030 2.6177
C -2.7926 0.5697 3.8080
O -2.8415 -0.3047 4.6864
N -2.0050 1.6923 3.8957
C -1.2012 2.0598 5.0644
H -3.5344 1.4940 1.9802
H -4.6474 0.4973 3.0276
H -3.5716 -0.3127 2.0610
H -2.1932 2.4408 3.2662
H -0.3364 1.4083 4.9707
H -1.7609 1.7158 5.9385
H -1.0529 3.1591 5.0638
O 3.8346 5.7805 -1.9303
H 4.3376 6.5733 -2.2035
H 3.9253 5.1585 -2.7092
O -3.1335 -5.6876 -1.4836
H -2.9144 -5.3369 -2.3455
H -2.8035 -4.9436 -0.8706
O 1.2408 4.0916 -1.8330
H 1.4861 3.2686 -2.2632
H 1.9397 4.7598 -2.0127
O 4.0051 3.6572 -3.9487
H 4.9487 3.5094 -3.7957
H 3.5818 2.8753 -3.6310
*
```

---

Formula: C15H44N8O8
Source: OMol25
Level of theory: wB97M-V/def2-TZVPD

Output
E_HOMO: -8.8238 eV
Energy relative to the best compared isomer or geometry (same formula, charge and spin): 87.3 kcal per mole
Orbital gap: 9.1274 eV

Structure (ORCA input):
```
! wB97M-V def2-TZVPD RIJCOSX def2/J DEFGRID3
* xyz 0 1
C -3.9279 0.0634 4.3696
O -4.9586 0.4550 3.8851
N -3.7478 -0.3781 5.5847
N -2.8276 -0.0189 3.7113
H -4.4786 -0.2145 6.2624
H -2.8443 -0.7393 5.8557
H -1.9651 -0.3144 4.1459
H -2.8826 0.5234 2.8610
C -5.8142 2.0444 0.6680
O -6.3977 2.7942 -0.0981
N -5.7402 0.7109 0.5211
N -5.2041 2.4309 1.7159
H -5.9831 0.2259 -0.3308
H -5.1077 0.3139 1.2012
H -4.9727 1.7662 2.4403
H -5.1137 3.4229 1.8830
C -2.3237 4.7979 2.0366
O -2.0592 3.6328 1.7290
N -3.1578 5.1651 2.8872
N -1.6137 5.8044 1.5751
H -3.3425 6.1480 2.7458
H -3.9046 4.5354 3.1437
H -1.0234 5.5845 0.7857
H -1.8968 6.7625 1.7236
C 1.8833 0.2749 -0.1869
O 2.5361 -0.9570 0.1761
C 3.9036 -1.2615 -0.1382
C 4.1559 -2.8360 -0.0489
N 5.5935 -3.1367 0.1216
C 5.9369 -4.5755 0.0715
C 5.6316 -5.3581 -1.2635
O 6.6050 -5.0906 -2.2294
C 6.8201 -6.1344 -3.0912
H 1.7429 0.4139 -1.2588
H 2.4242 1.1548 0.1614
H 0.9701 0.4376 0.3857
H 4.5401 -0.8003 0.6169
H 4.2362 -0.8610 -1.0958
H 3.7644 -3.2092 -0.9952
H 3.6382 -3.2231 0.8288
H 6.1578 -2.6633 -0.5694
H 5.6114 -5.1256 0.9544
H 7.0228 -4.6543 0.1237
H 4.6019 -5.1764 -1.5712
H 5.5079 -6.4174 -1.0384
H 5.9234 -6.3600 -3.6682
H 7.0430 -7.0948 -2.6263
H 7.6236 -5.8957 -3.7880
C 1.5724 3.7844 -1.5922
O 0.5029 2.9348 -2.0348
C -0.7370 3.1395 -1.3689
C -1.6218 2.0056 -1.8674
N -1.1841 0.6200 -1.5332
C -2.2068 -0.3641 -1.9037
C -1.9474 -1.7987 -1.4428
O -1.2336 -2.6250 -2.3753
C 0.0824 -2.0822 -2.6027
H 2.4930 3.4190 -2.0472
H 1.5987 3.9040 -0.5091
H 1.4376 4.8040 -1.9531
H -1.1672 4.1402 -1.4086
H -0.6164 2.8865 -0.3155
H -1.8061 2.2236 -2.9194
H -2.6027 2.2168 -1.4415
H -0.3685 0.4479 -2.1036
H -2.3632 -0.4795 -2.9762
H -3.1275 0.0303 -1.4738
H -2.8289 -2.3056 -1.0503
H -1.2777 -1.6542 -0.5951
H 0.8145 -2.7188 -3.0996
H 0.5489 -1.8386 -1.6482
H 0.0266 -1.1994 -3.2397
O -2.3475 0.9028 1.0018
H -1.9633 0.8030 0.1308
H -2.2641 1.8365 1.1954
*
```

---

Number 1: energy -3966.9421 Ha. Number 2: energy -3003.1479 Ha. Number 3: energy -3034.9665 Ha. Number 4: energy -9653.4954 Ha. Number 5: energy -1548.3591 Ha. Number 6: energy -1637.8206 Ha.